Molecular formula: C3H7FOS
Method: DFT, ωB97M-V/def2-TZVPD

## Properties
total energy = -18820.6210 eV
LUMO level = 0.12 eV
Kohn-Sham gap = 9.612 eV
HOMO level = -9.49 eV

CARTESIAN COORDINATES (ANGSTROEM)
C  -0.900  0.154  0.889
C  0.482  0.630  0.423
C  1.182  -0.377  -0.524
H  -1.408  -1.663  -0.323
H  -1.471  0.928  1.489
H  -1.061  -0.754  1.720
H  1.050  0.907  1.300
H  0.171  0.924  -1.718
H  2.107  0.036  -0.807
H  0.441  -0.340  -1.367
O  0.355  1.726  -0.550
F  1.202  -1.746  -0.058
S  -2.150  -0.424  -0.476